1.
Computed, not measured: C37H29MoN5O3S as an isolated structure, with ωB97M-V/def2-TZVPD.

Last column: Löwdin charge in e.
Element x y z (Å)
Mo 0.02 0.59 0.00  1.6440
C 1.23 -1.75 -3.32  -0.0268
C 0.03 -0.92 -3.68  -0.1911
C -0.80 -1.35 -4.71  -0.0343
C -1.84 -0.56 -5.17  -0.0553
C -2.01 0.70 -4.64  -0.0351
C -1.21 1.16 -3.60  -0.2037
C -1.35 2.58 -3.12  -0.0343
C -0.25 0.31 -3.07  -0.1896
N 0.58 0.71 -1.94  -0.0763
C 1.92 1.02 -2.30  -0.4308
O 2.31 1.20 -3.42  0.1584
C 2.82 1.10 -1.11  -0.1713
C 4.20 1.18 -1.13  0.0554
C 4.86 1.25 0.09  0.0182
C 4.14 1.28 1.27  0.0564
C 2.77 1.19 1.19  -0.1743
N 2.15 1.05 0.03  -0.0515
C 1.81 1.17 2.35  -0.4376
O 2.15 1.43 3.47  0.1608
N 0.50 0.80 1.95  -0.0905
C -0.36 0.48 3.09  -0.1871
C -1.24 1.44 3.61  -0.2003
C -1.29 2.85 3.10  -0.0366
C -2.04 1.09 4.69  -0.0372
C -1.93 -0.16 5.29  -0.0538
C -0.96 -1.04 4.84  -0.0349
C -0.13 -0.72 3.78  -0.1923
C 1.06 -1.59 3.49  -0.0295
H 1.12 -2.77 -3.69  0.0806
H 1.41 -1.79 -2.25  0.0434
H 2.12 -1.34 -3.80  0.0902
H -0.61 -2.32 -5.17  0.1165
H -2.49 -0.92 -5.96  0.1120
H -2.77 1.36 -5.05  0.1152
H -2.26 3.04 -3.51  0.0898
H -0.50 3.18 -3.43  0.1016
H -1.40 2.59 -2.04  -0.0034
H 4.72 1.18 -2.08  0.1382
H 5.95 1.27 0.11  0.1275
H 4.61 1.36 2.25  0.1379
H -0.31 3.19 2.76  0.0505
H -1.61 3.52 3.90  0.0908
H -2.00 2.94 2.28  0.0546
H -2.73 1.82 5.08  0.1177
H -2.57 -0.42 6.12  0.1122
H -0.82 -1.98 5.35  0.1177
H 0.89 -2.60 3.88  0.0745
H 1.93 -1.18 4.02  0.0960
H 1.30 -1.64 2.43  0.0401
O -1.60 0.31 -0.07  -0.3343
N -2.52 3.12 -0.11  0.0308
C -3.71 3.60 -0.41  -0.0853
C -3.91 4.91 -0.88  -0.0002
C -2.82 5.76 -0.97  -0.0327
C -1.57 5.28 -0.62  -0.0554
C -1.46 3.94 -0.23  -0.7395
S 0.13 3.31 0.00  0.8808
H -4.54 2.92 -0.28  0.1281
H -4.90 5.25 -1.14  0.1204
H -2.94 6.78 -1.30  0.1233
H -0.68 5.90 -0.69  0.1131
N 0.83 -9.41 0.53  0.1745
C 0.77 -8.26 0.47  -0.1682
C 0.71 -6.82 0.39  -0.2147
C 0.90 -6.06 1.54  -0.0048
C 0.86 -4.68 1.47  -0.0018
C 0.63 -4.05 0.25  -0.2201
C 0.44 -4.82 -0.90  -0.0060
C 0.48 -6.20 -0.83  -0.0073
C 0.57 -2.62 0.16  -0.0623
C 0.54 -1.41 0.08  -0.1209
H 1.07 -6.55 2.49  0.1272
H 1.01 -4.09 2.36  0.0936
H 0.25 -4.33 -1.84  0.1119
H 0.33 -6.80 -1.72  0.1272

The value obtained for the energy is -65116.6948 eV. The total charge is +1. The value obtained for the max |F| is 1.3 eV/Å. As for the HOMO energy (spin up / spin down): -11.34 / -11.34 eV. As for the spin multiplicity: 2.

---

2.
Computed, not measured: C7H14NSe as an isolated structure, with ωB97M-V/def2-TZVPD.

Last column: Löwdin charge in e.
Element x y z (Å)
C 0.80 -0.94 -1.37  -0.2106
C -0.22 -1.72 -0.56  -0.1147
C 1.73 -0.06 -0.51  -0.1467
C 0.10 -0.03 1.36  -0.1815
C -2.07 0.18 0.25  -0.3554
C -0.29 2.12 -0.12  -0.3295
C -0.91 -0.83 0.60  -0.3060
N 0.96 0.71 0.47  -0.0800
Se -1.51 1.40 -1.16  1.1440
H 1.59 -1.75 -1.75  0.1657
H 0.45 -0.29 -2.22  0.0911
H -0.85 -2.13 -1.36  0.1315
H 0.30 -2.39 0.13  0.1258
H 2.47 -0.46 0.08  0.1037
H 2.22 0.58 -1.28  0.1445
H -0.43 0.68 2.00  0.1253
H 0.73 -0.64 2.09  0.1667
H -3.02 -0.26 -0.22  0.1062
H -2.39 0.89 1.00  0.0655
H -0.44 2.35 0.87  0.0399
H 0.39 2.79 -0.52  0.0460
H -1.23 -1.54 1.27  0.1067
H 1.61 1.32 0.96  0.1617

The value obtained for the energy is -74313.3272 eV. The total charge is +1. The energy above the lowest of the compared OMol25 structures with the same formula, charge and spin comes out at 98.90 kJ/mol. The value obtained for the max |F| is 3.6 eV/Å. As for the HOMO energy: -12.93 eV. As for the spin multiplicity: 1.

---

3.
Computed, not measured: a 2-piece molecular cluster, C20H15F2NO2 overall, with ωB97M-V/def2-TZVPD.

Last column: Löwdin charge in e.
Element x y z (Å)
F -5.43 0.66 2.12  0.0569
C -4.13 0.22 2.14  -0.2250
C -3.89 -1.15 2.14  0.0151
C -2.58 -1.58 2.26  0.0086
C -1.49 -0.66 2.41  -0.2045
C -0.20 -1.21 2.66  0.0618
C 1.09 -0.67 2.43  -0.2004
C 2.19 -1.59 2.48  0.0039
C 3.51 -1.16 2.42  0.0098
C 3.74 0.21 2.34  -0.2355
F 5.04 0.65 2.34  0.0515
C 2.72 1.15 2.24  0.0093
C 1.40 0.70 2.21  0.0025
C -1.81 0.73 2.37  0.0010
C -3.11 1.17 2.20  0.0155
H -4.71 -1.87 2.06  0.1287
H -2.34 -2.65 2.29  0.1274
H -0.21 -2.26 2.95  0.1253
H 1.96 -2.66 2.58  0.1258
H 4.34 -1.87 2.45  0.1270
H 2.95 2.21 2.16  0.1265
H 0.61 1.42 2.04  0.0896
H -1.03 1.46 2.56  0.0933
H -3.34 2.24 2.16  0.1265
C -0.15 -0.54 5.61  -0.0202
N -1.32 -1.27 5.61  -0.3951
O -2.45 -0.70 5.54  -0.0183
O -1.26 -2.54 5.59  -0.0690
C 1.05 -1.04 6.19  -0.2057
C 1.16 -2.40 6.59  -0.0253
C 2.35 -2.90 7.08  -0.0811
C 3.47 -2.07 7.22  -0.0962
C 3.38 -0.71 6.87  -0.0985
C 2.19 -0.19 6.36  -0.0459
H -0.23 0.50 5.28  0.1248
H 0.29 -3.03 6.45  0.0843
H 2.39 -3.95 7.37  0.1023
H 4.41 -2.47 7.60  0.0961
H 4.24 -0.05 7.01  0.1000
H 2.08 0.86 6.07  0.1071

The value obtained for the energy is -31997.7888 eV. The value obtained for the max |F| is 2.2 eV/Å. As for the HOMO energy: -6.83 eV. As for the spin multiplicity: 1.

---

4.
Computed, not measured: C27H42BaN5O5SSi2Te as an isolated structure, with ωB97M-V/def2-TZVPD.

Last column: Löwdin charge in e.
Element x y z (Å)
Ba 0.42 -0.23 -3.08  1.9268
O 2.16 -2.32 -1.31  -0.1366
C 3.54 -1.98 -1.15  -0.2382
C 4.12 -1.27 -2.37  -0.1671
N 3.35 -0.13 -2.85  -0.2176
C 3.81 0.33 -4.16  -0.1181
C 2.68 0.89 -5.04  -0.6715
O 2.91 1.84 -5.78  0.0032
O 1.56 0.25 -4.91  -0.4521
C 3.33 1.00 -1.88  -0.0960
C 2.39 0.76 -0.67  -0.6661
O 2.79 1.04 0.45  0.0291
O 1.22 0.28 -0.99  -0.4458
H 1.68 -1.49 -1.12  -0.0435
H 4.10 -2.90 -1.00  0.1085
H 3.68 -1.37 -0.25  0.1139
H 4.16 -1.99 -3.19  0.1217
H 5.16 -0.98 -2.13  0.1285
H 4.21 -0.51 -4.72  0.1247
H 4.59 1.09 -4.09  0.1232
H 2.94 1.88 -2.40  0.1334
H 4.33 1.23 -1.51  0.1255
N -3.20 -2.21 -0.77  0.0192
C -2.56 -1.44 -1.70  -0.9840
S -1.88 -2.28 -3.05  0.3907
N -2.61 -0.14 -1.40  -0.0397
N -1.96 0.69 -2.26  -0.1023
C -1.99 1.95 -2.01  -0.2059
C -2.60 2.62 -0.81  -0.1753
C -1.89 3.64 -0.19  -0.0350
C -2.39 4.29 0.93  -0.0801
C -3.63 3.93 1.44  -0.1124
C -4.35 2.90 0.83  -0.0943
C -3.84 2.24 -0.28  -0.0369
C -1.40 2.86 -3.07  -0.2261
C -2.00 4.08 -3.34  -0.0239
C -1.49 4.88 -4.35  -0.0684
C -0.40 4.43 -5.08  -0.0607
C 0.13 3.19 -4.77  -0.0984
N -0.35 2.42 -3.78  0.0348
H -3.40 -3.16 -1.04  0.0673
H -3.84 -1.75 -0.15  0.0751
H -0.91 3.92 -0.58  0.1227
H -1.82 5.08 1.41  0.0998
H -4.04 4.43 2.31  0.0980
H -5.32 2.61 1.23  0.0993
H -4.39 1.45 -0.75  0.1016
H -2.87 4.39 -2.77  0.1155
H -1.96 5.83 -4.58  0.1032
H 0.04 5.02 -5.87  0.1024
H 0.98 2.80 -5.32  0.0860
C 0.93 -4.48 3.68  -0.2023
Si 2.11 -3.30 2.87  0.3292
C 2.96 -4.20 1.49  -0.1784
C 3.39 -2.86 4.15  -0.1897
C 1.29 -1.76 2.27  -0.5666
Te -0.42 -2.05 1.02  1.2668
C -1.34 -0.28 1.77  -0.5786
Si -2.30 -0.51 3.32  0.3250
C -1.44 -1.52 4.61  -0.1929
C -2.68 1.14 4.08  -0.1764
C -3.88 -1.37 2.89  -0.1895
H 1.39 -5.48 3.75  0.0285
H 0.00 -4.57 3.11  0.0079
H 0.67 -4.16 4.70  0.0269
H 3.31 -5.18 1.84  0.0320
H 3.82 -3.63 1.13  0.0219
H 2.28 -4.35 0.64  0.0375
H 3.94 -3.75 4.47  0.0291
H 2.92 -2.41 5.03  0.0285
H 4.11 -2.14 3.75  0.0328
H 1.99 -1.13 1.72  0.0041
H 0.93 -1.18 3.12  0.0036
H -2.01 0.06 0.97  -0.0135
H -0.53 0.46 1.83  0.0269
H -0.57 -1.01 5.02  0.0354
H -1.10 -2.47 4.18  0.0025
H -2.13 -1.74 5.43  0.0348
H -1.75 1.61 4.44  0.0359
H -3.36 1.04 4.93  0.0306
H -3.13 1.82 3.35  0.0085
H -3.66 -2.34 2.42  0.0240
H -4.48 -0.78 2.19  0.0281
H -4.49 -1.56 3.78  0.0295

The value obtained for the energy is -80953.5913 eV. The total charge is -1. The energy above the lowest of the compared OMol25 structures with the same formula, charge and spin comes out at 99.43 kJ/mol. The value obtained for the max |F| is 3.8 eV/Å. As for the HOMO energy: -4.64 eV. As for the spin multiplicity: 1.

---

5.
Computed, not measured: CH4N2S2 in the gas phase, with ωB97M-V/def2-TZVPD.

Last column: Löwdin charge in e.
Element x y z (Å)
C -0.43 0.31 0.09  -1.0120
H -2.34 -0.19 0.31  0.0736
H -1.45 -1.34 -0.67  0.1183
H 0.81 -1.20 -0.38  0.0649
H 2.53 0.82 0.74  -0.1374
N -1.47 -0.56 0.00  0.0597
N 0.76 -0.21 -0.36  -0.4741
S -0.61 1.80 0.81  0.5612
S 2.22 0.58 -0.54  0.7458

The value obtained for the energy is -25752.4035 eV. The energy above the lowest of the compared OMol25 structures with the same formula, charge and spin comes out at 8.33 kJ/mol. The value obtained for the max |F| is 1.3 eV/Å. As for the HOMO energy: -8.40 eV. As for the spin multiplicity: 1.

---

6.
Computed, not measured: a 2-piece molecular cluster, C2H6N3O2 overall, with ωB97M-V/def2-TZVPD.

Last column: Löwdin charge in e.
Element x y z (Å)
C -0.70 -0.48 0.32  -0.0112
C 2.33 0.22 0.14  0.0376
N 1.11 0.62 0.13  0.0689
N -1.79 0.22 0.06  -0.2796
N -0.33 -1.61 -0.17  0.2140
O -1.66 1.54 -0.38  0.1422
O -2.89 -0.13 0.37  0.1417
H 2.74 -0.82 0.28  0.1167
H 3.08 0.91 0.27  0.0639
H -2.54 1.85 -0.35  0.1121
H 0.91 1.66 0.28  0.1449
H 0.63 -1.85 -0.11  0.1021
H -0.89 -2.13 -0.82  0.1468

The value obtained for the energy is -10722.5992 eV. The total charge is +1. The energy above the lowest of the compared OMol25 structures with the same formula, charge and spin comes out at 612.20 kJ/mol. The value obtained for the max |F| is 3.8 eV/Å. As for the HOMO energy: -13.46 eV. As for the spin multiplicity: 1.

---

7.
Computed, not measured: C18H18F18N9O12S6Zn as an isolated structure, with ωB97M-V/def2-TZVPD.

Last column: Löwdin charge in e.
Element x y z (Å)
Zn 1.42 0.40 0.28  0.5269
C -8.54 -0.62 -1.45  -0.6241
F -7.99 -1.28 -0.40  0.0825
F -9.40 -1.50 -2.02  0.0968
F -9.18 0.44 -1.01  0.1588
S -7.18 -0.29 -2.78  0.6427
O -7.92 -0.22 -4.00  -0.3266
O -6.72 1.04 -2.45  -0.3249
N -6.16 -1.74 -2.79  -0.2798
S -5.06 -1.40 -1.67  0.5762
O -5.47 -0.52 -0.58  -0.3376
O -4.35 -2.63 -1.25  -0.3547
C -3.62 -0.37 -2.68  -0.6456
F -3.04 -1.19 -3.52  0.1420
F -4.30 0.56 -3.33  0.1050
F -2.75 0.23 -1.84  0.1083
C -0.73 -1.82 3.11  -0.6203
F 0.07 -1.15 3.95  0.1167
F -0.13 -2.99 2.88  0.1312
F -1.91 -2.11 3.63  0.1714
S -1.03 -0.83 1.45  0.6929
O -0.49 -1.76 0.44  -0.3329
O -2.41 -0.62 1.24  -0.2327
N -0.07 0.64 1.50  -0.3594
S -0.87 1.52 2.55  0.6070
O -1.80 0.91 3.53  -0.2711
O 0.05 2.51 3.09  -0.3154
C -1.99 2.59 1.43  -0.5611
F -2.89 1.80 0.73  0.1012
F -2.66 3.44 2.24  0.1320
F -1.16 3.22 0.57  0.0979
C 1.10 -2.57 -2.53  -0.6164
F 0.05 -2.91 -1.88  0.1784
F 1.49 -3.57 -3.30  0.1724
F 0.72 -1.47 -3.23  0.1117
S 2.54 -2.15 -1.21  0.7591
O 2.04 -2.69 0.07  -0.3342
O 3.78 -2.75 -1.71  -0.2964
N 2.45 -0.36 -1.15  -0.3622
S 3.29 0.07 -2.39  0.5789
O 3.50 -0.85 -3.50  -0.2870
O 2.83 1.37 -2.85  -0.3200
C 5.16 0.41 -1.58  -0.6547
F 5.58 -0.73 -1.10  0.1589
F 5.93 0.99 -2.47  0.1687
F 5.00 1.31 -0.63  0.1282
C 3.98 -2.55 2.62  -0.0199
C 3.33 -1.29 2.26  -0.1564
N 2.70 -0.28 2.00  0.1549
H 4.82 -2.32 3.26  0.0909
H 4.32 -2.87 1.63  0.0909
H 3.35 -3.21 3.22  0.1058
C -0.14 1.43 -4.14  -0.0064
C -0.02 1.31 -2.70  -0.2806
N 0.09 1.25 -1.59  0.2001
H 0.83 1.41 -4.64  0.0946
H -0.39 2.49 -4.08  0.0781
H -0.96 0.95 -4.67  0.1016
C 0.86 4.73 -2.70  -0.0632
C 1.45 5.73 -1.78  -0.2581
N 1.88 6.48 -1.01  0.1124
H 0.72 3.78 -2.20  0.0472
H 1.61 4.54 -3.47  0.0842
H -0.08 5.06 -3.15  0.0878
C 3.00 0.77 5.81  -0.0764
C 2.40 0.00 6.85  -0.3038
N 1.86 -0.55 7.71  0.1339
H 2.41 0.42 4.96  0.0628
H 4.08 0.80 5.66  0.0868
H 2.65 1.80 5.91  0.0888
C -0.10 -5.40 -0.04  -0.0726
C -0.44 -6.20 1.11  -0.2859
N -0.57 -6.82 2.07  0.1196
H 0.77 -5.79 -0.58  0.0891
H 0.16 -4.43 0.41  0.0473
H -0.90 -5.15 -0.74  0.0904
C 3.38 4.33 2.06  -0.0148
C 2.84 3.18 1.28  -0.1563
N 2.45 2.31 0.61  0.1727
H 2.59 4.51 2.79  0.0932
H 3.53 5.23 1.47  0.0838
H 4.36 4.01 2.41  0.0887

The value obtained for the energy is -219277.5906 eV. The total charge is -1. The value obtained for the max |F| is 7.3 eV/Å. As for the HOMO energy: -6.96 eV. As for the spin multiplicity: 1.

---

8.
Computed, not measured: C20H28NO5P in the gas phase, with ωB97M-V/def2-TZVPD.

Last column: Löwdin charge in e.
Element x y z (Å)
C -1.92 -0.78 3.72  -0.0955
C -2.43 -0.02 2.51  -0.2294
C -2.09 -0.73 1.20  -0.2315
H -2.52 -0.17 0.36  0.1097
H -2.50 -1.74 1.20  0.1285
O -0.70 -0.90 1.00  -0.2248
P 0.37 0.32 1.08  0.7200
O 0.83 0.67 2.43  -0.2665
C -0.43 1.69 0.20  -0.2776
C -0.97 1.53 -1.07  -0.0862
C -1.56 2.58 -1.73  -0.0190
C -1.64 3.85 -1.14  -0.2288
C -1.08 4.00 0.14  -0.0163
C -0.49 2.94 0.79  -0.0667
H -0.06 3.07 1.78  0.1118
H -1.10 4.96 0.64  0.0940
N -2.25 4.90 -1.78  -0.1949
C -2.70 4.75 -3.14  -0.0693
H -3.16 5.68 -3.47  0.0809
H -3.46 3.96 -3.21  0.0884
H -1.88 4.51 -3.82  0.0940
C -2.20 6.22 -1.21  -0.0680
H -2.69 6.24 -0.23  0.0891
H -1.17 6.57 -1.09  0.0947
H -2.72 6.92 -1.86  0.0808
H -1.96 2.41 -2.71  0.0931
H -0.91 0.55 -1.55  0.1157
H -3.52 0.10 2.56  0.1133
H -1.97 0.98 2.48  0.0946
H -2.33 -1.78 3.75  0.0750
H -0.84 -0.83 3.68  0.0471
H -2.20 -0.26 4.64  0.0735
C 1.72 -0.28 -0.07  -0.3359
C 1.57 -1.75 -0.36  -0.1361
C 1.45 -2.24 -1.65  0.0394
C 1.29 -3.60 -1.86  -0.2707
C 1.26 -4.46 -0.77  0.0032
C 1.39 -3.98 0.52  0.0015
C 1.55 -2.62 0.73  -0.2449
O 1.68 -2.01 1.94  -0.1327
C 1.46 -2.76 3.11  -0.0646
H 0.48 -3.24 3.10  0.1002
H 1.51 -2.05 3.93  0.0986
H 2.24 -3.52 3.24  0.0978
H 1.36 -4.67 1.35  0.1080
H 1.14 -5.52 -0.95  0.1184
O 1.16 -4.19 -3.09  -0.0906
C 1.21 -3.37 -4.23  -0.0964
H 1.10 -4.04 -5.08  0.0918
H 0.38 -2.65 -4.24  0.0928
H 2.16 -2.84 -4.30  0.0953
H 1.47 -1.54 -2.47  0.1105
O 2.93 0.07 0.53  -0.0271
H 2.87 -0.18 1.46  0.0813
H 1.66 0.29 -1.01  0.1307

The value obtained for the energy is -42211.4634 eV. The energy above the lowest of the compared OMol25 structures with the same formula, charge and spin comes out at 24.74 kJ/mol. The value obtained for the max |F| is 1.4 eV/Å. As for the HOMO energy: -7.76 eV. As for the spin multiplicity: 1.